Here is a molecular structure, C28H32AsBLuN11O7S6 at a distorted geometry from the Open Molecules 2025 dataset. Energies are from ωB97M-V/def2-TZVPD.

Atoms and positions in Å:
Lu -0.36112 -1.75448 2.69863
O -1.77135 -0.54010 4.78105
As -2.56730 -3.28851 4.19011
O -3.10393 -3.42189 5.73698
O -0.85564 -3.21455 4.16797
C -3.47747 -4.76928 3.15041
C -3.43224 -5.90449 3.96851
C -3.96285 -7.09428 3.49401
C -4.56067 -7.11559 2.23856
C -4.61857 -5.94708 1.47620
C -4.05180 -4.72229 1.89471
S -2.55228 -2.05723 0.94332
O -1.63280 -3.09742 1.60201
O -3.74350 -1.74174 1.98298
O -1.68286 -0.79022 1.13544
H -1.89209 -0.96521 5.64153
H -2.99643 -5.84770 4.95904
H -3.91083 -7.99683 4.09646
H -4.98406 -8.04924 1.85923
H -5.12341 -5.99763 0.50709
C 0.09299 3.85281 2.76622
C 0.56036 2.93845 3.84291
N 1.12662 3.29836 4.93911
N 1.35351 2.10502 5.59375
C 0.93907 1.00813 4.93466
S 1.11599 -0.57357 5.40823
N 0.44487 1.55149 3.77786
N -0.22584 0.82778 2.77045
H 0.38684 4.87194 3.01469
H -0.99785 3.79178 2.68054
H 0.51797 3.55760 1.80872
H 1.70363 2.09904 6.52819
H 0.13307 1.12492 1.86914
H -1.19690 1.12779 2.80381
S -3.07903 2.64990 3.54969
S -4.75135 1.56287 3.26382
S -4.62773 -0.26257 4.30665
S -2.90161 -1.07041 3.48012
B 2.13961 -3.70346 1.68139
N 2.90484 -2.44378 2.16953
C 4.21682 -2.18182 2.11808
C 4.41426 -0.88437 2.56355
C 3.12352 -0.43506 2.87533
N 2.21879 -1.37981 2.63267
N 1.45642 -3.25699 0.36074
C 1.50007 -3.77636 -0.87283
C 0.71390 -2.98796 -1.69981
C 0.21638 -1.99040 -0.85010
N 0.67364 -2.16148 0.38882
H 2.93342 -4.59154 1.44880
H 1.28900 -3.97942 2.50366
H 4.91770 -2.92930 1.77591
H 5.34316 -0.34427 2.65841
H 2.83620 0.52621 3.27207
H 2.08074 -4.66285 -1.08236
H 0.52440 -3.11513 -2.75509
H -0.46186 -1.17601 -1.06302
C 1.67202 3.86656 -9.76811
C 1.00607 3.99950 -8.41955
C 0.55999 5.22602 -7.94250
C -0.03055 5.34674 -6.69099
C -0.20310 4.23741 -5.87973
N -0.81700 4.40074 -4.62177
C -0.49769 3.87028 -3.36134
O -1.16101 4.17842 -2.40101
N 0.59363 3.04812 -3.32702
C 1.12123 2.34232 -2.21640
C 2.29251 1.62960 -2.41242
C 2.85090 0.94359 -1.35493
C 2.22746 0.99739 -0.11904
N 1.09589 1.66490 0.07687
C 0.53678 2.31562 -0.94977
C 0.19310 2.99393 -6.37185
C 0.80145 2.88995 -7.61628
H 1.70413 4.82691 -10.28523
H 1.13706 3.15549 -10.40175
H 2.69788 3.50469 -9.66476
H 0.68307 6.11250 -8.55613
H -0.35840 6.31673 -6.33190
H -1.45571 5.16928 -4.53295
H 1.14368 2.99719 -4.16255
H 2.75822 1.61852 -3.39470
H 3.75629 0.36465 -1.48105
H 2.63808 0.47523 0.73591
H -0.39871 2.82749 -0.76441
H -0.01051 2.09685 -5.79924
H 1.10884 1.91162 -7.97398

Cartesian forces, eV/Å:
2.3 0.9 0.4
-0.4 0.1 -0.2
-0.5 -1.9 0.8
0.1 0.6 -0.1
-0.2 0.3 -0.3
-0.2 -0.3 -0.4
0.1 0.3 0.2
0.0 -0.1 0.0
-0.1 0.1 -0.2
0.1 0.0 0.3
0.1 0.2 0.0
-1.1 0.3 -0.1
-0.8 0.2 -0.2
0.3 -0.4 -0.8
0.2 -0.1 -0.8
0.0 -0.2 0.1
0.0 -0.1 0.1
0.0 0.1 0.0
0.0 0.1 0.0
0.1 0.0 0.1
-0.1 -0.1 0.2
-0.3 -0.3 -0.5
0.1 -0.2 0.4
0.0 0.4 0.0
0.1 -0.1 0.0
-0.1 0.1 0.2
-0.3 0.3 -0.4
0.5 -0.1 0.6
0.0 -0.1 0.0
0.1 0.0 0.0
0.1 0.0 -0.1
0.1 0.0 0.2
0.3 0.1 -0.4
-0.7 0.0 0.2
0.2 0.1 0.2
-0.2 -0.7 0.0
0.1 0.6 -0.2
-0.1 0.6 1.1
0.0 0.1 -0.1
0.1 -0.1 0.1
0.0 0.1 0.0
-0.1 0.1 0.0
0.2 0.0 0.0
0.2 -0.3 -0.1
0.0 0.0 -0.1
0.0 0.1 0.0
0.0 0.1 0.0
0.1 0.0 -0.1
0.0 -0.3 -0.2
-0.1 0.0 0.1
0.0 0.0 0.0
-0.1 0.0 0.0
-0.1 -0.1 0.0
0.0 -0.1 0.0
-0.1 0.1 0.1
0.0 0.0 0.1
0.0 -0.1 0.1
0.0 0.0 0.1
0.0 0.2 -0.2
-0.1 0.1 0.0
0.1 0.3 -0.3
0.0 -0.2 0.3
0.2 -0.3 0.0
0.1 0.0 -0.3
-0.2 0.1 0.2
0.0 -0.1 0.1
-0.3 0.3 0.0
0.2 0.0 -0.1
0.1 -0.1 -0.1
-0.1 0.0 0.0
-0.1 0.1 -0.3
0.0 0.0 0.1
0.0 -0.2 0.0
0.0 -0.2 0.3
0.0 -0.1 0.0
0.0 0.0 0.0
0.0 0.0 0.0
0.0 0.0 0.0
0.1 0.0 0.0
-0.1 0.1 0.1
0.1 -0.1 -0.2
0.0 0.0 0.1
0.0 0.0 0.0
0.0 0.0 -0.1
0.1 0.0 0.0
0.0 0.0 0.0
0.0 0.0 0.1

As for the charge: -2. The calculation puts the energy at -8100.63791 Eh. The multiplicity is 1. The molar mass is 1087.74 g mol⁻¹. The LUMO energy is 2.8 eV.